(1)
14
Properties=species:S:1:pos:R:3:mulliken_charge:R:1 method="wB97M-V/def2-TZVPD" smiles=CSS.CSS total_energy_ev=-45544.3475 homo_ev=-8.89 max_force_ev_per_a=1.074 e_lumo_ev=0.415 orbital_gap_ha=0.342
S -2.34 0.60 0.25 -0.2414
S -1.24 2.13 -0.67 -0.0327
C 0.17 2.52 0.38 -0.6446
H -2.98 1.29 1.22 0.1490
H 0.99 1.79 0.51 0.2208
H -0.24 2.78 1.37 0.2782
H 0.59 3.44 -0.08 0.2561
S 2.74 -1.68 -0.10 -0.2418
S 1.05 -0.99 -1.07 -0.0329
C -0.25 -2.09 -0.38 -0.3986
H 3.13 -2.86 -0.63 0.1470
H 0.11 -2.82 0.36 0.3190
H -0.69 -2.64 -1.24 0.2680
H -1.05 -1.48 0.08 -0.0461

---

(2)
103
Properties=species:S:1:pos:R:3:mulliken_spin:R:1 method="wB97M-V/def2-TZVPD" total_energy_ev=-118359.8023 homo_ev="-10.56 / -10.56" max_force_ev_per_a=0.497 e_lumo_ev="-2.983 / -5.293" spin_multiplicity=4 s_squared=3.767 orbital_gap_ha="0.278 / 0.193" charge=+1
W -0.52 0.22 -0.11 1.6885
C -3.76 1.23 -1.51 0.0060
C -3.20 1.94 -0.33 0.0099
C -3.75 3.06 0.29 -0.0056
C -2.86 3.40 1.29 0.0318
N -1.85 2.53 1.29 0.0207
N -2.05 1.62 0.29 0.0713
B -0.51 2.58 2.06 0.0374
N -0.14 1.19 2.68 -0.0358
C 0.03 0.89 3.97 0.0035
C 0.50 -0.40 4.06 -0.0102
C 0.60 -0.85 2.74 -0.0392
C 1.04 -2.19 2.28 0.0522
N 0.22 0.13 1.91 0.0645
N 0.58 2.88 1.03 0.0155
C 1.25 4.00 0.79 0.0127
C 2.06 3.80 -0.30 -0.0031
C 1.81 2.50 -0.72 0.0034
C 2.49 1.91 -1.91 0.0182
N 0.89 1.94 0.09 -0.0645
N -0.58 3.56 3.20 -0.0032
C 0.42 4.19 3.88 -0.0004
C -0.09 4.60 5.09 0.0001
C -1.43 4.15 5.09 0.0001
C -2.46 4.30 6.16 0.0000
N -1.71 3.52 3.96 0.0001
H -4.81 0.98 -1.33 0.0024
H -3.22 0.33 -1.77 -0.0048
H -3.74 1.91 -2.37 0.0027
H -4.66 3.56 0.03 0.0004
H -2.89 4.19 2.02 0.0021
H -0.20 1.62 4.73 0.0007
H 0.74 -0.95 4.95 0.0003
H 0.74 -2.95 3.01 0.0013
H 2.12 -2.22 2.19 0.0032
H 0.62 -2.46 1.31 -0.0013
H 1.10 4.88 1.40 0.0011
H 2.74 4.50 -0.75 0.0000
H 3.09 2.69 -2.37 0.0007
H 1.80 1.53 -2.67 0.0024
H 3.16 1.09 -1.64 -0.0074
H 1.42 4.28 3.49 -0.0003
H 0.43 5.15 5.86 0.0000
H -2.37 5.26 6.65 0.0000
H -2.35 3.52 6.92 0.0000
H -3.46 4.21 5.73 0.0000
O -0.69 -3.26 -1.25 0.0049
Cl -1.49 -2.38 -2.04 0.0131
O -2.76 -2.91 -2.34 -0.0023
O -1.80 -1.16 -1.15 0.0386
O -0.78 -1.93 -3.18 0.0077
S 4.07 -1.23 0.36 0.6511
P 2.98 -2.50 -0.75 -0.0169
S 1.59 -1.04 -1.06 0.3752
C 2.60 -4.05 0.08 -0.0196
C 1.65 -4.93 -0.44 0.0044
C 1.45 -6.15 0.17 -0.0004
C 2.20 -6.51 1.29 0.0007
C 3.15 -5.63 1.80 0.0064
C 3.35 -4.40 1.20 0.0137
C 3.64 -2.87 -2.37 -0.0186
C 2.78 -3.31 -3.37 0.0105
C 3.29 -3.59 -4.63 0.0009
C 4.65 -3.43 -4.88 -0.0003
C 5.50 -2.98 -3.88 0.0033
C 5.00 -2.69 -2.62 0.0081
H 1.06 -4.66 -1.31 0.0005
H 0.71 -6.83 -0.23 0.0000
H 2.04 -7.47 1.76 0.0002
H 3.74 -5.91 2.66 0.0003
H 4.08 -3.71 1.60 -0.0181
H 1.72 -3.40 -3.19 -0.0014
H 2.62 -3.92 -5.41 0.0000
H 5.04 -3.64 -5.86 0.0001
H 6.55 -2.85 -4.08 0.0001
H 5.66 -2.33 -1.84 -0.0101
N -4.73 0.49 5.05 -0.0001
C -4.20 -0.17 4.27 -0.0003
C -3.52 -0.96 3.29 -0.0006
C -3.61 -2.35 3.28 0.0014
C -2.90 -3.03 2.31 -0.0026
C -2.14 -2.32 1.40 0.0026
N -2.05 -0.99 1.40 -0.0054
C -2.74 -0.32 2.33 0.0311
H -4.22 -2.87 4.01 -0.0001
H -2.93 -4.11 2.25 0.0000
H -1.58 -2.85 0.64 -0.0111
H -2.68 0.75 2.35 -0.0047
O 0.57 0.34 -4.44 0.0014
C -0.27 1.34 -4.81 -0.0009
C -0.42 1.54 -6.18 0.0010
C -1.22 2.56 -6.65 -0.0001
C -1.88 3.41 -5.77 -0.0002
C -1.71 3.24 -4.42 0.0000
C -0.92 2.19 -3.91 -0.0165
C -0.76 2.15 -2.44 0.0319
O -0.92 3.11 -1.73 0.0033
O -0.43 0.92 -1.96 0.0522
H 0.38 0.10 -3.52 -0.0126
H 0.10 0.87 -6.86 0.0001
H -1.33 2.69 -7.72 0.0000
H -2.50 4.21 -6.15 0.0000
H -2.18 3.90 -3.71 0.0002

---

(3)
75
Properties=species:S:1:pos:R:3:mulliken_spin:R:1 method="wB97M-V/def2-TZVPD" total_energy_ev=-53006.9774 homo_ev="-12.76 / -14.43" max_force_ev_per_a=5.721 e_lumo_ev="-6.409 / -9.390" spin_multiplicity=5 s_squared=6.017 orbital_gap_ha="0.233 / 0.185" charge=+2
Pt -0.08 -0.08 0.08 0.8842
C 1.86 0.32 -1.66 0.3384
C 0.87 0.87 -2.53 0.1104
C 0.60 1.94 -0.48 0.4426
C 1.75 1.00 -0.37 0.3343
C 0.15 1.89 -1.86 0.2393
C 2.97 -0.57 -2.03 0.0075
H 2.65 -1.42 -2.65 0.0096
H 3.48 -0.99 -1.14 -0.0002
H 3.73 -0.02 -2.60 0.0189
C 2.84 1.21 0.62 0.0018
H 3.57 0.41 0.57 0.0017
H 2.42 1.28 1.64 0.0108
H 3.35 2.17 0.40 0.0161
C 0.43 3.07 0.47 0.0182
H 1.05 3.92 0.15 0.0173
H 0.75 2.78 1.48 -0.0024
H -0.62 3.40 0.51 0.0048
C -0.81 2.83 -2.47 -0.0151
H -0.31 3.47 -3.22 0.0291
H -1.26 3.50 -1.73 -0.0052
H -1.63 2.31 -2.99 0.0290
C 0.71 0.52 -3.96 -0.0016
H 1.44 1.05 -4.59 0.0222
H -0.29 0.78 -4.32 -0.0003
H 0.85 -0.56 -4.13 0.0044
C -1.81 -2.47 -1.38 0.0306
C -0.91 -2.26 -2.36 0.0368
C -1.23 -2.49 -3.80 0.0057
C -2.09 -1.40 -4.53 0.0019
C -2.65 -0.29 -3.67 0.0030
C -3.58 -0.54 -2.73 0.0096
C -4.12 -1.92 -2.48 -0.0031
C -3.21 -2.93 -1.70 0.0087
H -1.76 -3.46 -3.90 0.0011
H -2.92 -1.92 -5.04 0.0004
H -0.29 -2.62 -4.35 0.0005
H -3.15 -3.86 -2.29 0.0016
H -1.56 -2.41 -0.32 -0.0285
H 0.13 -1.97 -2.15 -0.0319
H -3.72 -3.22 -0.77 0.0002
H -5.06 -1.81 -1.92 0.0001
H -4.11 0.27 -2.22 0.0004
H -4.38 -2.40 -3.44 0.0002
H -1.46 -0.96 -5.32 -0.0003
H -2.38 0.74 -3.97 -0.0057
P 0.89 -1.92 1.18 0.1610
C 2.50 -1.69 2.00 0.0255
H 2.74 -2.64 2.49 0.0033
H 2.42 -0.92 2.78 0.0055
H 3.29 -1.45 1.28 -0.0056
C -0.11 -2.69 2.50 0.0214
H 0.44 -3.58 2.84 0.0011
H -1.10 -2.98 2.13 0.0003
H -0.19 -1.99 3.35 -0.0009
C 1.24 -3.25 -0.01 0.0339
H 0.31 -3.55 -0.51 -0.0055
H 1.68 -4.10 0.52 0.0066
H 1.94 -2.88 -0.77 -0.0059
P -2.11 0.44 1.08 0.1791
C -2.98 1.54 -0.08 0.0658
H -4.04 1.58 0.18 0.0008
H -2.86 1.15 -1.10 -0.0438
H -2.56 2.55 -0.04 0.0087
C -3.23 -0.97 1.29 0.0222
H -3.49 -1.38 0.31 -0.0030
H -4.15 -0.63 1.81 0.0031
H -2.74 -1.75 1.90 0.0001
C -2.10 1.34 2.66 0.0085
H -3.13 1.41 3.03 0.0000
H -1.68 2.34 2.52 -0.0001
H -1.47 0.82 3.41 -0.0007
O 1.10 -0.50 4.71 0.3372
N 0.61 0.58 4.36 0.3802
O 1.00 1.20 3.35 0.2542

---

(4)
127
Properties=species:S:1:pos:R:3:mulliken_charge:R:1 method="wB97M-V/def2-TZVPD" total_energy_ev=-278333.6578 homo_ev=-9.10 max_force_ev_per_a=2.167 e_lumo_ev=-3.710 orbital_gap_ha=0.198 charge=+1
C -3.76 2.81 1.83 -0.4573
C -3.86 1.45 2.51 0.0371
Br -5.00 1.67 4.09 -0.0325
C -4.44 0.39 1.52 -0.1832
Br -5.14 -1.19 2.41 -0.0253
C -3.36 0.00 0.53 -1.0924
N -2.39 -0.95 1.13 0.6324
C -1.33 -1.50 0.17 -0.5689
P -1.33 -3.39 0.30 0.2402
N 0.12 -3.93 0.44 -0.7698
C -1.62 -0.95 -1.23 0.5272
C -0.64 -1.50 -2.30 1.1639
F -1.17 -2.66 -2.74 -0.3712
F 0.52 -1.80 -1.73 -0.2240
C -0.53 -0.56 -3.55 0.3834
F -1.63 0.22 -3.57 -0.1236
F -0.59 -1.33 -4.63 -0.3501
C 0.74 0.34 -3.69 0.6708
F 0.96 0.48 -5.01 -0.3396
F 1.85 -0.20 -3.17 -0.2758
C 0.62 1.82 -3.18 0.7128
F -0.31 2.50 -3.87 -0.2612
F 1.80 2.38 -3.47 -0.3393
C 0.41 1.97 -1.63 0.3968
F 0.47 0.76 -1.03 -0.1426
F 1.39 2.70 -1.11 -0.3283
C -0.91 2.67 -1.20 0.4987
F -1.98 2.23 -1.89 -0.2110
F -1.12 2.31 0.09 -0.3643
C -0.86 4.22 -1.22 0.8556
F -0.33 4.65 -0.06 -0.2811
F -0.10 4.68 -2.23 -0.2766
C -2.27 4.87 -1.35 0.5085
F -2.74 4.75 -2.59 -0.2180
F -3.10 4.33 -0.45 -0.2914
F -2.14 6.18 -1.07 -0.2609
O -2.93 -1.27 -1.56 -0.9629
C -3.85 -0.45 -0.87 2.1789
C -5.17 -1.25 -0.86 -1.2803
O -5.14 -2.42 -0.53 -0.5074
C -6.55 -0.63 -1.25 0.9746
F -7.25 -1.61 -1.83 -0.3255
F -7.19 -0.28 -0.12 -0.2551
C -6.51 0.55 -2.26 0.5378
F -7.64 0.52 -2.98 -0.3287
F -5.48 0.39 -3.12 -0.1991
C -6.45 1.97 -1.66 0.7888
F -7.50 2.20 -0.89 -0.3087
F -5.29 2.15 -0.96 0.0244
C -6.48 3.03 -2.81 -0.2374
O -7.49 3.68 -3.00 -0.5027
O -5.35 3.17 -3.50 -0.3003
H -3.74 2.73 0.75 -0.4197
H -2.84 3.30 2.13 0.2456
H -4.58 3.44 2.14 0.6544
H -2.90 1.11 2.91 0.4260
H -5.28 0.89 1.05 0.3982
H -2.81 0.91 0.34 -0.1840
H -1.88 -0.43 1.85 0.6475
H -2.84 -1.73 1.63 0.3357
H -0.35 -1.16 0.49 0.7565
H -2.09 -3.89 -0.77 0.1403
H -2.08 -3.66 1.48 0.0039
H 0.33 -4.59 -0.31 0.2672
H -1.49 0.13 -1.23 -0.8465
H -3.97 0.47 -1.43 0.1210
H -5.55 3.84 -4.17 0.3438
N -3.38 9.43 -3.59 0.0086
C -3.01 8.69 -2.51 -0.4079
C -3.04 9.51 -1.41 -0.2393
C -3.45 10.79 -1.85 -0.6760
C -3.65 10.71 -3.20 -0.4369
H -3.44 9.09 -4.53 0.1872
H -2.76 7.65 -2.61 0.3438
H -2.80 9.22 -0.40 0.4222
H -3.58 11.67 -1.25 0.3925
H -3.97 11.46 -3.92 0.3785
N -2.13 -3.24 4.00 0.1074
C -2.48 -4.57 3.98 -0.4868
C -1.38 -5.29 4.34 -0.5244
C -0.32 -4.37 4.59 -0.3787
C -0.82 -3.12 4.37 -0.6124
H -2.74 -2.48 3.77 0.1293
H -3.48 -4.88 3.72 0.4075
H -1.33 -6.36 4.43 0.4473
H 0.68 -4.61 4.89 0.5538
H -0.35 -2.15 4.44 0.3785
N 6.67 -1.07 -5.02 0.0159
C 5.35 -1.20 -4.70 -0.8031
C 4.85 0.06 -4.48 0.3880
C 5.91 0.98 -4.67 -0.6593
C 7.02 0.25 -5.01 -0.6517
H 7.29 -1.83 -5.23 0.1702
H 4.88 -2.17 -4.67 0.3620
H 3.83 0.29 -4.21 0.2713
H 5.87 2.05 -4.58 0.4752
H 8.03 0.56 -5.23 0.4103
N 3.78 -5.99 4.19 0.0544
C 3.09 -7.09 4.61 -0.8733
C 3.66 -7.52 5.78 0.0691
C 4.74 -6.65 6.07 -0.1486
C 4.78 -5.71 5.07 -0.8882
H 3.58 -5.47 3.35 0.1883
H 2.25 -7.47 4.05 0.4155
H 3.34 -8.37 6.36 0.4317
H 5.40 -6.69 6.91 0.3711
H 5.44 -4.87 4.92 0.3733
N 6.19 4.92 -5.06 0.0404
C 7.27 5.35 -4.32 -0.5008
C 8.28 5.63 -5.19 -0.3912
C 7.81 5.36 -6.50 -0.3949
C 6.51 4.92 -6.39 -0.4705
H 5.31 4.64 -4.68 0.1701
H 7.21 5.42 -3.25 0.3674
H 9.26 5.98 -4.92 0.4041
H 8.35 5.47 -7.43 0.4092
H 5.80 4.62 -7.13 0.3657
N 5.52 -8.77 8.99 0.1341
C 4.82 -9.87 9.41 -0.2728
C 5.39 -10.30 10.58 -0.6105
C 6.47 -9.43 10.87 -0.5478
C 6.52 -8.49 9.87 -0.3470
H 5.33 -8.25 8.15 0.2207
H 3.99 -10.24 8.84 0.3324
H 5.07 -11.15 11.15 0.3854
H 7.13 -9.48 11.72 0.3844
H 7.19 -7.66 9.72 0.3299

---

(5)
68
Properties=species:S:1:pos:R:3:mulliken_charge:R:1 method="wB97M-V/def2-TZVPD" total_energy_ev=-51538.1050 homo_ev=-2.23 max_force_ev_per_a=0.996 e_lumo_ev=1.913 orbital_gap_ha=0.152 charge=-1
Cs -0.37 -0.17 -0.72 1.1295
N 1.65 2.51 -1.00 -0.0786
C 2.13 3.36 0.07 -1.0088
C 1.26 3.24 1.32 -0.8345
N 1.14 1.92 1.91 0.8183
C 2.41 1.30 2.25 -1.2423
C 2.85 0.14 1.35 -0.6478
N 1.91 -0.97 1.45 -0.3710
C 0.20 1.91 3.02 -0.8846
C -1.27 2.16 2.70 -1.0360
N -1.80 1.13 1.83 -0.0549
H 2.17 2.62 -1.86 0.2337
H 0.69 2.72 -1.24 -0.1611
H 2.15 4.43 -0.18 0.4915
H 3.16 3.08 0.31 0.4186
H 0.26 3.60 1.07 0.3798
H 1.67 3.96 2.06 0.2328
H 2.36 0.92 3.27 0.6155
H 3.22 2.04 2.25 0.3622
H 3.85 -0.15 1.72 0.3421
H 2.91 0.47 0.32 0.3338
H 1.83 -1.35 2.38 0.1620
H 2.10 -1.73 0.81 0.1816
H 0.50 2.66 3.79 0.2195
H 0.26 0.93 3.50 0.6024
H -1.41 3.13 2.23 0.5018
H -1.77 2.21 3.68 0.4015
H -2.75 1.29 1.52 0.1832
H -1.75 0.21 2.25 -0.0513
C 0.05 -4.85 -2.46 -1.5982
C -0.70 -3.71 -1.78 1.1813
O -0.03 -2.96 -1.08 -0.6483
C -2.14 -3.59 -1.99 0.1139
C -2.76 -4.54 -2.83 -0.7005
C -4.11 -4.59 -3.08 -0.9002
C -4.92 -3.63 -2.46 -0.2531
C -4.38 -2.68 -1.64 -0.3900
C -2.98 -2.58 -1.35 0.1226
O -2.58 -1.68 -0.57 -0.8509
H 1.10 -4.78 -2.17 0.3183
H -0.03 -4.78 -3.55 0.3969
H -0.34 -5.83 -2.17 0.4034
H -2.14 -5.28 -3.31 0.3152
H -4.52 -5.34 -3.74 0.3577
H -5.99 -3.63 -2.64 0.3870
H -5.01 -1.93 -1.18 0.3924
N -2.36 -3.90 3.02 -0.5968
C -2.49 -2.56 2.70 0.7013
N -3.59 -2.24 1.95 -0.4731
O -1.72 -1.72 3.15 -0.6488
H -2.67 -4.56 2.32 0.2413
H -1.44 -4.11 3.39 0.2520
H -3.97 -2.99 1.39 0.2914
H -3.40 -1.44 1.35 0.1984
Cl -3.19 5.09 -1.70 -0.3381
C -2.41 3.73 -2.48 0.2351
C -3.00 2.46 -2.46 -0.3931
C -2.39 1.39 -3.07 -0.5483
C -1.12 1.49 -3.74 0.5911
C -0.44 0.39 -4.20 -1.4791
C -0.57 2.83 -3.76 -0.5938
C -1.20 3.89 -3.15 -0.4729
H -3.95 2.32 -1.96 0.4050
H -2.87 0.42 -3.02 0.4594
H 0.52 0.49 -4.69 0.1986
H -0.91 -0.59 -4.16 0.3621
H 0.37 3.01 -4.26 0.3577
H -0.74 4.88 -3.19 0.3643

---

(6)
11
Properties=species:S:1:pos:R:3:mulliken_charge:R:1 method="wB97M-V/def2-TZVPD" smiles="[H]/N=C/OCC#C" total_energy_ev=-7764.0714 homo_ev=-10.17 max_force_ev_per_a=0.505 e_lumo_ev=0.988 orbital_gap_ha=0.410
N -2.21 -0.58 0.07 -0.6040
C -1.66 0.57 0.10 0.1380
O -0.36 0.77 -0.10 -0.3060
C 0.43 -0.40 -0.33 -0.6201
C 1.82 -0.07 -0.02 -0.4167
C 2.96 0.19 0.26 0.2106
H -3.20 -0.49 0.28 0.2322
H -2.15 1.53 0.29 0.3575
H 0.32 -0.73 -1.37 0.2764
H 0.07 -1.21 0.31 0.3281
H 3.97 0.43 0.51 0.4039

---

(7)
15
Properties=species:S:1:pos:R:3:mulliken_charge:R:1 method="wB97M-V/def2-TZVPD" smiles="CCCC(N)=O" total_energy_ev=-7831.0073 homo_ev=-9.65 max_force_ev_per_a=1.559 e_lumo_ev=0.866 orbital_gap_ha=0.387
C 1.76 -0.43 -0.60 -1.1355
C 0.54 0.46 -0.53 -0.3350
C -0.03 0.40 1.07 -0.6198
C -1.48 0.45 0.71 0.5198
O -2.19 1.44 0.80 -0.6076
N -1.84 -0.65 -0.01 -0.4423
H 2.29 -0.43 -1.56 0.3533
H 1.45 -1.47 -0.40 0.2650
H 2.43 -0.11 0.20 0.3080
H 0.69 1.52 -0.75 0.3529
H -0.12 0.13 -1.37 0.2813
H 0.29 -0.54 1.54 0.3291
H 0.19 1.18 1.84 0.3043
H -2.51 -0.52 -0.75 0.2070
H -1.34 -1.52 0.08 0.2197

---

(8)
48
Properties=species:S:1:pos:R:3:mulliken_charge:R:1 method="wB97M-V/def2-TZVPD" total_energy_ev=-88635.8370 homo_ev=-14.14 max_force_ev_per_a=3.230 e_lumo_ev=-7.142 orbital_gap_ha=0.257 charge=+2
C 0.03 0.77 -7.65 -0.9274
C 0.03 1.39 -6.28 0.4919
H 0.03 1.57 -8.39 0.3071
H -0.87 0.16 -7.80 0.3171
H 0.92 0.15 -7.80 0.3163
O 0.04 2.57 -5.99 -0.4202
I 0.02 -0.03 -4.62 -0.0402
Sc 0.02 -0.68 -0.23 -0.3430
P 2.54 -0.09 -0.13 0.9754
C 3.53 1.07 0.88 -1.1404
C 3.26 -1.70 0.39 -1.2142
H 4.34 -1.69 0.23 0.4440
H 4.34 -0.09 -1.80 0.4058
H 2.80 -2.51 -0.19 0.3738
H 2.74 -0.61 -2.48 0.2931
H 3.23 0.94 1.93 0.3438
H 3.02 -1.88 1.44 0.3645
C 3.26 0.09 -1.80 -1.1053
H 4.61 0.87 0.76 0.3990
H 3.04 1.10 -2.17 0.3670
H 3.30 2.10 0.57 0.3782
P -2.50 -0.05 -0.13 0.9726
C -3.47 1.12 0.88 -1.1366
C -3.21 0.13 -1.80 -1.0959
H -2.79 -2.47 -0.18 0.3750
H -4.32 -1.62 0.24 0.4416
H -2.99 -1.83 1.45 0.3565
C -3.23 -1.65 0.40 -1.1977
H -2.70 -0.58 -2.47 0.2929
H -4.29 -0.04 -1.79 0.4048
H -4.55 0.95 0.77 0.3978
H -3.22 2.15 0.57 0.3755
H -2.98 1.14 -2.17 0.3663
H -3.17 0.99 1.93 0.3367
Cl 0.01 -2.39 -1.75 -0.3285
C -0.13 -1.55 5.20 -0.8704
N -0.08 -0.27 4.49 0.1191
C -0.10 1.01 5.06 -0.0559
C -0.03 1.90 4.05 -0.6580
N 0.02 1.18 2.87 0.2357
C -0.02 -0.17 3.13 0.0729
S 0.02 -1.53 2.09 -0.1352
H -1.01 -2.13 4.90 0.3488
H 0.76 -2.15 4.98 0.3578
H -0.17 -1.35 6.28 0.3284
H -0.15 1.17 6.13 0.4609
H -0.03 2.97 4.09 0.4977
H 0.07 1.58 1.92 0.1512